This record from the Open Molecules 2025 dataset describes a structure of composition C45H54KN8O3P2Si2 in a non-equilibrium geometry. The level of theory is ωB97M-V with the def2-TZVPD basis set.

```
115
C45H54KN8O3P2Si2 ωB97M-V with the def2-TZVPD basis set
C 1.30122 4.54854 -0.58504
H -0.54521 3.35339 -0.59370
C 4.43341 2.20349 -2.49783
C -4.39282 3.35128 -0.39146
H -2.16970 2.01393 -5.75426
C -2.51401 -5.31199 0.80588
H 6.42491 3.79088 5.18748
C 4.62499 -4.40664 1.93598
H -5.22946 1.73516 -1.33498
H 1.07607 0.91037 -5.08278
H -2.84654 0.36831 -5.90255
H 5.43144 1.51825 0.69348
H -3.29092 1.38739 -4.54406
H 0.00969 1.42408 -2.27089
H 4.16156 1.01370 2.51342
C 0.69895 2.83666 1.04682
C 3.63640 0.66225 -0.22903
H 2.60092 -5.04604 2.13679
H -3.53611 -4.07838 -6.02449
Si -1.15220 0.33081 -4.17546
H -4.04221 1.52251 4.16536
H 1.53422 2.82388 5.75597
C 0.39202 3.53606 -0.11047
C -2.11052 -3.26916 -2.42911
H 2.85773 3.72660 7.67471
P 2.08849 1.95671 3.15049
H 0.16024 -5.80366 -0.79102
N -4.64053 0.49646 2.48053
C -2.56709 -4.56516 -2.77488
H 5.29522 3.99621 7.44491
N -1.76472 -2.93692 -1.15029
C 1.85208 3.14643 1.77663
N -5.83567 -2.44116 -0.47136
H 0.06571 2.02331 1.37877
C 4.57946 2.99155 4.30625
N -3.74119 1.17251 3.27531
C 0.34331 -4.88687 -0.32176
C -0.67848 1.80920 -3.01825
H 5.07961 2.74591 3.38141
K -1.11623 -0.38215 -0.57529
P 2.78676 -0.32398 1.08619
H -1.95071 -2.43463 1.97088
H -2.81394 -6.00814 0.00674
H 3.12133 -0.11027 3.47804
H -5.83604 -2.67148 -2.48648
H 4.74368 2.84077 -3.36561
C 4.70096 3.75919 6.57768
C -2.53727 1.19167 2.68077
H -1.52223 2.36831 -2.57575
H 5.05901 -5.39225 2.20452
H -0.35086 -1.98261 1.42897
H -5.29941 3.61886 1.57407
H 5.63522 -1.36916 0.80220
H -1.68771 1.75095 3.08351
H -2.13456 -5.88608 1.65022
H -6.47232 3.04960 0.34506
H 1.65427 -2.84941 1.55565
H 6.05784 2.78741 -1.22988
C -2.61775 -2.69712 -4.72579
C -5.35446 -1.71731 0.55417
C -5.58133 3.68096 0.52997
H 0.94506 -5.12249 0.55260
H 0.32048 -0.37802 -6.04749
H -4.06804 -0.92956 -2.90104
C 3.27317 -4.21781 1.95805
H 0.88867 -4.20139 -0.94105
C 2.72118 -2.98034 1.59858
C 2.42313 4.84958 0.18601
C 3.57584 -1.90395 1.28117
C 2.55979 3.12430 5.61043
H -2.52241 -5.33891 -1.96847
C 3.33593 3.60956 6.69588
C 2.69028 4.14195 1.34038
H -2.55002 -2.00364 -5.55638
C 3.21973 1.53670 -2.49308
C -1.00368 -2.82565 1.62209
H -3.39962 -5.94297 -4.27092
N -1.51296 -1.04410 -3.25412
C -2.05910 -2.26647 -3.51276
C 3.13074 0.57298 2.62205
O 1.33213 -0.38550 0.78425
O -3.38777 4.03289 -0.32405
C -3.10471 -4.91181 -4.05847
O 0.76650 1.56105 3.71649
H 1.01679 5.06809 -1.44714
C -3.89032 0.15745 1.44844
C -4.40883 -0.66266 0.34449
C -4.44348 -1.10255 -1.87559
C 5.12815 2.22860 -1.29221
H 2.57673 1.60517 -3.37174
C -3.17614 -3.93422 -5.01945
C 5.43874 -3.38469 1.41895
C 0.47478 0.00048 -5.06009
H -5.85874 4.69333 0.31095
H -0.52739 -3.37494 2.41735
N -3.95109 -0.38359 -0.89998
C 4.94750 -2.13427 1.13430
C -5.39764 -2.11969 -1.68583
H 6.47646 -3.57574 1.32074
C 2.85750 0.76155 -1.37512
C 3.21196 2.76116 4.45130
N -2.61724 0.57002 1.52783
C -2.48436 1.15088 -5.21832
H 3.55121 4.30984 1.91983
N -4.53946 2.44684 -1.38737
H -3.67459 2.16878 -1.85237
H -0.13062 2.51375 -3.69010
C 4.77816 1.43150 -0.19326
Si -1.25886 -3.95716 0.11722
H 3.07196 5.63610 -0.14612
C 5.34926 3.52885 5.38064
H -5.68318 -2.01568 1.51902
H 1.05852 -0.70701 -4.46579
H -3.41077 -4.84290 1.19882
H 1.86612 0.31333 -1.39588
```

Calculated values
total charge = -1
DFT total energy = -4272.81308 a.u.
ΔE to the lowest compared entry with this formula, charge and spin = 0.0 kJ/mol
orbital gap = 3.761 eV
strongest force on any atom = 3.34 eV/Å

***

This record from the Open Molecules 2025 dataset describes a structure of composition C8H17NO in a non-equilibrium geometry. The level of theory is ωB97M-V with the def2-TZVPD basis set.

```
27
C8H17NO ωB97M-V with the def2-TZVPD basis set
N -1.36489 -0.07505 -1.78181
H -0.85784 -0.93113 -1.97914
C 1.26378 0.50298 1.68887
H -2.37250 1.71179 0.89965
H 2.56809 -0.50709 -1.70582
H 2.29958 0.29923 1.97441
H 2.18465 1.15703 -1.45643
C 0.12878 0.76369 0.03658
C 2.37820 0.22275 -0.91410
H -2.02397 2.29934 -0.74414
C -2.31243 1.42441 -0.15442
C 1.28985 -0.20095 0.02287
H 0.52573 -2.00598 1.00421
C -1.86031 -0.93490 0.45223
H 2.19439 -2.07023 0.54929
H 3.29471 0.45856 -0.35847
H 1.17833 1.53990 2.01596
H -0.92106 0.67557 -2.30742
C 1.21702 -1.69152 0.22455
H -2.92899 -1.07793 0.26320
H 0.94348 -2.19055 -0.70961
H 0.62683 -0.11304 2.32781
C -1.33366 0.25385 -0.35177
H -1.73600 -0.78092 1.52791
O 0.34024 2.00042 -0.15107
H -1.41719 -1.88827 0.15785
H -3.30481 1.15803 -0.53118
```

Calculated values
total charge = 0
DFT total energy = -444.93128 a.u.
ΔE to the lowest compared entry with this formula, charge and spin = 306.2 kJ/mol
orbital gap = 9.347 eV
strongest force on any atom = 4.69 eV/Å

***

This record from the Open Molecules 2025 dataset describes a cluster of 2 separate species, C4H11N3O in total in a non-equilibrium geometry. The level of theory is ωB97M-V with the def2-TZVPD basis set.

```
19
C4H11N3O ωB97M-V with the def2-TZVPD basis set
O -1.26578 1.73619 0.74596
N 1.95700 0.10973 -1.10001
C 1.43673 -0.33418 0.11654
H -0.65211 -0.14207 -1.74688
H -0.97053 -1.79931 0.53183
H -1.20915 1.53191 -1.83652
N 1.11056 0.78038 0.96949
H -2.33780 0.17531 -1.44847
H 1.60773 -1.67393 1.49854
N 1.72910 -1.51690 0.50082
H 2.25790 -0.66229 -1.67829
C -1.33413 -0.84900 0.91549
H 1.46295 1.69915 0.72634
C -0.99294 0.72329 0.14673
H 0.89993 0.52939 1.92650
H -2.40454 -0.91598 0.71155
H -1.28047 -0.64954 1.98361
C -1.34076 0.58439 -1.31341
H 1.32630 0.67345 -1.64981
```

Calculated values
total charge = 0
DFT total energy = -398.44682 a.u.
ΔE to the lowest compared entry with this formula, charge and spin = 281.8 kJ/mol
orbital gap = 9.824 eV
strongest force on any atom = 5.25 eV/Å

***

This record from the Open Molecules 2025 dataset describes an isolated molecule of C6H12ClNSi in a non-equilibrium geometry. The level of theory is ωB97M-V with the def2-TZVPD basis set.

```
21
C6H12ClNSi ωB97M-V with the def2-TZVPD basis set
C 1.26373 0.82526 -0.79464
C -1.48032 -1.36783 -1.62995
N -0.01248 1.02174 -0.32681
C 0.11621 -1.05104 2.35033
H 1.33439 0.01293 -1.62253
H 1.82407 1.72264 -1.18198
C -0.49013 -2.15503 -2.02239
H 0.47585 -2.31696 -1.53800
H 0.30572 -1.62700 3.20106
H -2.47530 -1.42470 -2.01650
H 0.76025 -0.22959 2.27313
C -0.21649 2.28842 0.39640
H -0.58358 -2.50514 -3.13437
H 0.76070 2.64154 0.83998
Cl -3.06254 0.69354 0.49939
H -0.86166 2.32028 1.14495
H -0.51078 2.98614 -0.34992
C -0.90656 -1.19201 1.53852
H -1.67504 -1.93988 1.88141
Si -1.18945 -0.25189 -0.12138
H 1.78175 0.43368 0.10690
```

Calculated values
total charge = 0
DFT total energy = -1040.22895 a.u.
ΔE to the lowest compared entry with this formula, charge and spin = 181.6 kJ/mol
orbital gap = 9.403 eV
strongest force on any atom = 5.29 eV/Å

***

This record from the Open Molecules 2025 dataset describes a structure of composition H58NO31P2 in a non-equilibrium geometry. The level of theory is ωB97M-V with the def2-TZVPD basis set.

```
92
H58NO31P2 ωB97M-V with the def2-TZVPD basis set
O -1.99157 4.55420 3.17948
H 3.69751 -1.82151 -1.05068
H -0.79244 -0.13121 0.23508
O 4.64016 -4.86633 -2.75763
H -3.12298 5.92767 3.99320
O 5.23168 -7.03241 -1.07951
H 2.61406 3.02078 1.24248
H 1.04770 -1.96309 3.07009
O -2.81279 -2.65525 -5.66200
H 3.56060 5.20662 2.01789
O -1.39787 -1.88796 2.47389
H -6.25463 -3.31561 -2.59628
H 5.54837 -7.33370 -0.22152
H -4.74970 -0.49447 -4.56452
O -1.96967 -1.11568 5.33687
H -9.45993 -2.06652 -4.92987
N 0.45973 2.18346 1.91577
P -0.91459 1.62634 1.36142
H 4.10323 5.74525 0.70167
H 4.62098 0.36391 3.37865
H -2.39675 3.80225 2.72082
H -0.89007 5.92275 5.51123
O 0.27806 -4.10001 0.65095
O -1.98604 2.79732 1.00487
O 0.30194 3.04960 4.81792
H 1.94418 5.65531 7.58345
O -3.45815 6.54995 4.66145
O 1.22173 6.18934 7.92840
H 4.10440 1.13053 2.17505
H 2.98528 -0.72871 -0.25748
H -7.45451 -5.55739 -4.13012
H -8.49122 -4.46186 -3.87642
H 7.79212 -0.52925 -0.76760
H 0.66278 -4.40312 1.48006
H -2.85404 -0.87847 5.63422
O 2.45248 0.73855 0.99228
H 6.78810 -2.68041 -2.14111
H -8.86478 -3.26919 -5.65246
H 0.45565 5.93033 7.39686
H -2.01917 -1.18965 2.71629
H -3.37289 6.06414 5.48859
O -8.68824 -2.64476 -4.93880
O 7.57205 -5.56541 -3.70345
H -2.06514 1.39472 -1.37230
O -1.21377 5.26602 6.14132
H 5.31166 -5.53635 -2.58807
O 8.11539 -0.06189 -1.54751
O 3.31979 -0.93991 -1.14769
H -1.62027 3.40154 0.33503
H 2.30024 3.16220 -5.30665
O -7.80299 -0.01162 -1.81551
O -8.07585 -5.23342 -3.46898
H -7.43614 -0.84768 -2.12684
P 1.70042 2.02681 0.88215
H -1.75501 -0.43188 4.68379
H -0.89791 4.42224 5.78347
O -6.11086 -2.51633 -3.11799
H 3.24263 3.20305 -2.87860
O 3.31073 5.37340 1.10268
H 7.38844 -6.35368 -3.17890
O -1.55618 0.79471 2.36114
O 2.96021 2.48847 -2.29981
H -4.22858 -1.25293 -3.36164
H 1.14197 3.48350 4.99912
H 2.13039 -1.51155 2.10688
O 4.80093 1.14935 2.85178
H -3.25211 -1.06140 -0.90630
O 3.04650 2.55305 -5.32916
H -2.10243 -3.27646 -5.47005
H 9.06344 0.02259 -1.40483
H 2.82077 1.92497 -6.02308
H 5.02946 -4.05338 -2.40876
H -7.03136 0.54827 -1.67761
O -0.72952 0.81031 -0.00985
H -3.77263 0.17749 -0.19152
O -3.03120 -0.43890 -0.20494
H -2.75896 1.05216 -2.68626
O -4.07459 -0.45275 -3.87954
H 5.85006 -1.51388 -1.85084
H 0.31853 2.88397 3.85275
H 4.65242 -6.28563 -0.87571
O 6.19559 -2.33058 -1.46406
O -2.34852 1.78574 -2.21486
H 3.25343 1.68993 -2.75297
H -1.71632 4.18662 4.02681
H 6.87509 -5.55655 -4.36970
H 1.35378 2.25672 -0.45327
H -0.32052 -3.39220 0.92713
O 1.93238 -2.18979 2.76787
H -1.05732 -2.19944 3.31968
H -2.50951 -1.81645 -5.29291
H -6.78731 -2.55947 -3.80443
```

Calculated values
total charge = -1
DFT total energy = -3104.94215 a.u.
ΔE to the lowest compared entry with this formula, charge and spin = 31.6 kJ/mol
orbital gap = 7.537 eV
strongest force on any atom = 2.70 eV/Å

***

This record from the Open Molecules 2025 dataset describes an isolated molecule of C4H7NO2 in a non-equilibrium geometry. The level of theory is ωB97M-V with the def2-TZVPD basis set.

```
14
C4H7NO2 ωB97M-V with the def2-TZVPD basis set
H 1.23071 -1.70275 0.65091
O 0.09180 0.51169 -1.85437
H 1.74657 0.96922 0.98772
H -0.85275 0.48479 -2.08113
C -1.64922 -0.46979 0.48265
C 0.21455 0.46815 -0.45691
N -2.82364 -0.64874 0.71054
H 2.34420 0.14992 -0.47204
C 1.62066 0.88061 -0.09269
O 0.33401 -1.59851 1.00107
H -2.96619 -1.24572 1.53105
H -0.78260 1.11235 -0.02518
C -0.37913 -0.74352 0.18775
H 1.87102 1.83231 -0.56938
```

Calculated values
total charge = 0
DFT total energy = -361.68780 a.u.
ΔE to the lowest compared entry with this formula, charge and spin = 506.9 kJ/mol
orbital gap (alpha / beta) = 7.533 / 7.536 eV
strongest force on any atom = 3.16 eV/Å

***

total charge of number 5 (H58NO31P2)?
-1